# 1
The following is a quantum chemistry calculation of C33H49BF2InN2O2S4Sb as an isolated structure, from the Open Molecules 2025 dataset.

```
95
Properties=species:S:1:pos:R:3:forces:R:3
In -12.095545 8.093849 18.089226 0.606 -1.177 -0.204
C -7.273110 8.326234 23.790868 1.594 -1.283 0.973
C -6.793622 8.567884 22.348419 1.450 0.033 1.052
C -5.817352 9.754737 22.612335 -0.056 0.443 -1.030
C -6.008865 7.349419 21.760623 1.520 1.717 -0.112
C -7.968256 8.870868 21.448369 0.025 0.436 -0.123
C -8.186221 8.270272 20.207760 -1.268 -0.139 0.344
C -9.458583 8.354682 19.601608 -1.281 0.451 -0.750
N -9.901660 7.876560 18.345420 0.475 0.052 0.401
C -9.433142 6.701589 17.727105 -0.054 -0.854 -0.454
C -8.158959 6.469178 17.153591 -0.064 1.065 0.555
C -7.759263 5.266080 16.599484 -1.797 -2.609 0.703
C -8.713012 4.215420 16.679506 0.461 0.254 -0.127
C -10.038195 4.391547 17.100693 0.086 0.061 0.193
C -10.454551 5.684652 17.535460 1.861 0.084 -0.431
O -11.691016 5.969294 17.752328 -1.149 0.407 0.457
C -11.070666 3.239158 17.137674 -0.402 0.437 0.140
C -11.640338 3.089476 18.595896 -0.792 0.324 -0.266
C -10.426583 1.939547 16.685796 0.524 -1.114 -0.570
C -12.222066 3.555984 16.109706 1.758 -0.960 0.098
C -6.453914 4.963150 15.903511 0.472 1.931 -0.858
C -6.575866 5.661959 14.503993 0.493 -1.605 -0.938
C -5.298199 5.689443 16.638823 -0.497 1.066 0.626
C -5.949053 3.542075 15.618455 -2.070 -0.947 -0.547
C -10.564298 9.036897 20.321005 1.869 -0.716 0.371
O -11.816706 8.702789 20.030518 -0.224 1.125 -0.045
C -10.193698 9.899562 21.372193 -0.117 -0.495 0.214
C -8.902431 9.748167 21.914508 -0.705 1.142 0.336
C -11.175840 10.904448 22.025379 -0.111 -0.896 -1.166
C -12.479824 10.175583 22.434435 -0.728 0.356 -0.474
C -10.582289 11.536173 23.225039 0.893 1.312 1.902
C -11.405940 12.003735 20.969896 -1.361 -0.504 -0.212
H -6.403225 7.909649 24.425856 -1.086 0.313 -0.969
H -8.075683 7.609160 23.810540 -0.491 -0.176 0.257
H -7.513728 9.249949 24.320562 -0.501 -0.113 -0.323
H -4.974603 9.461751 23.208455 0.658 -0.706 0.220
H -6.236797 10.553857 23.243235 -0.414 -0.102 -0.654
H -5.420560 10.174498 21.680515 -0.130 0.103 0.102
H -5.213384 6.867136 22.365969 -0.197 0.933 0.113
H -5.560651 7.706502 20.790480 -0.194 -0.537 0.900
H -6.632026 6.544498 21.537212 -1.419 -1.188 -0.505
H -7.407001 7.615977 19.909920 0.138 -0.511 -1.137
H -7.444290 7.286563 17.145689 -0.174 0.217 0.195
H -8.333483 3.229045 16.388146 -0.455 0.339 0.057
H -10.893252 3.394969 19.323093 0.354 -0.345 0.101
H -12.031366 2.054458 18.862977 0.379 1.210 -0.533
H -12.421818 3.878569 18.728798 0.304 -0.890 -0.123
H -9.620280 1.579400 17.320939 -0.087 0.076 0.708
H -9.868498 2.022035 15.744368 -0.527 0.317 -0.231
H -11.117801 1.076450 16.546685 0.054 0.719 0.266
H -12.815548 4.424554 16.349304 0.035 0.183 -0.009
H -12.793551 2.642134 16.030607 -0.708 -0.215 0.050
H -11.679490 3.632242 15.151816 -0.525 0.460 0.102
H -6.806486 6.712771 14.577023 0.150 0.379 0.158
H -7.392498 5.209897 13.867696 0.766 0.258 0.786
H -5.595839 5.471995 13.969711 -0.912 0.573 0.226
H -5.523535 6.825978 16.650648 0.569 -1.866 0.111
H -4.358167 5.520178 16.073359 -0.282 0.155 0.596
H -5.255709 5.319268 17.716127 0.250 0.503 -1.358
H -6.615309 2.875866 14.965501 0.626 1.229 0.654
H -5.777996 2.930203 16.486682 0.183 -0.016 0.714
H -5.026827 3.676789 15.096371 0.732 -0.153 -0.386
H -8.637546 10.389086 22.754894 -0.039 -0.460 -0.108
H -12.313448 9.279054 23.050587 0.329 0.318 -0.096
H -12.983306 9.801212 21.509699 0.150 0.504 0.907
H -13.124261 10.870132 23.037784 0.299 -0.492 -0.635
H -10.410586 10.776816 24.001839 -0.090 0.247 0.034
H -11.178337 12.383936 23.677192 0.115 -1.009 -0.580
H -9.593289 11.998324 23.036444 -0.440 -0.163 -0.108
H -12.075211 11.595106 20.181321 0.746 0.175 0.094
H -10.444707 12.340422 20.548901 -0.511 0.050 0.174
H -12.010402 12.812797 21.411819 0.468 0.138 -0.062
S -12.827234 10.409004 16.817179 -0.312 -0.449 -0.025
Sb -15.041401 9.026105 15.777967 0.619 1.291 0.557
S -14.524305 7.541085 17.662886 -0.173 0.695 0.211
S -11.731088 11.222043 15.248678 0.098 -0.545 -0.094
S -16.397156 10.939352 15.755935 0.324 -1.186 0.364
C -13.879338 6.154214 11.478037 -1.597 -0.553 -1.510
C -14.690748 6.646745 12.700007 0.371 -0.827 0.081
C -15.796181 5.625784 12.944965 -1.299 0.091 0.993
C -15.116957 8.140668 12.551659 0.612 -0.200 -0.705
C -13.717196 6.486557 13.799032 3.451 0.859 1.674
N -12.731125 6.478315 14.447402 -3.015 -0.214 -1.637
H -14.545559 6.204540 10.560811 0.564 0.001 0.909
H -13.559144 5.092182 11.543463 -0.109 0.757 0.335
H -13.042542 6.779446 11.274584 0.786 0.482 -0.011
H -16.678848 5.884940 12.352754 0.013 -0.153 0.038
H -16.109466 5.469753 14.012168 0.243 0.836 -0.793
H -15.466188 4.638614 12.687611 0.262 -0.520 -0.518
H -15.579690 8.367815 11.527175 0.871 -0.485 1.286
H -14.143472 8.699461 12.734086 -1.519 -0.115 -0.458
H -15.855464 8.411234 13.316752 0.346 0.006 -0.409
F -10.391061 9.785876 13.302311 -0.836 0.227 2.231
B -10.887942 9.752693 14.638200 1.254 -0.661 -2.227
F -10.601245 8.611909 15.254165 -0.486 0.805 -0.060
```
Positions in Å, forces in eV/Å.

Properties
Multiplicity   1
LUMO   4.00 eV
Total charge   -2

=====

# 2
The following is a quantum chemistry calculation of C33H49Cl3ErN2O3PSi as an isolated structure, from the Open Molecules 2025 dataset.

```
93
Properties=species:S:1:pos:R:3:forces:R:3
C 1.419218 -0.991090 -4.498944 0.036 0.019 -0.021
C 0.974901 0.403322 -4.162471 -0.407 1.254 -0.299
H 1.371869 -1.147390 -5.588539 0.200 -0.132 0.503
H 0.790803 -1.745776 -3.989462 0.294 0.363 -0.207
H 2.450161 -1.126417 -4.129310 -0.322 -0.131 -0.262
C 0.346184 1.225853 -5.016951 0.495 -0.256 0.605
C 0.054316 0.930820 -6.441495 -0.408 -0.151 -0.551
H 0.027249 2.216670 -4.680266 0.297 -0.297 -0.057
H -0.144427 -0.129320 -6.639559 0.038 0.223 0.042
H 0.875754 1.241897 -7.096087 -0.072 0.003 0.015
H -0.831719 1.498897 -6.738247 0.049 -0.103 -0.205
Er -0.254419 -0.500413 -0.066296 0.075 -0.237 0.314
Cl 2.096006 -0.732645 0.774897 0.549 0.054 0.166
Cl -1.439071 -2.666668 0.481147 -0.231 0.273 -0.138
C 0.487528 2.570263 0.812370 -0.979 -0.633 -0.196
O -0.355182 1.638804 0.657226 1.198 1.517 0.306
N 0.136460 3.798234 1.175225 0.175 -0.274 -0.044
C -1.240274 4.133436 1.522977 0.249 0.104 -0.080
C 1.134270 4.852576 1.308968 0.039 -0.141 0.111
H 1.569597 2.427026 0.642325 -0.424 -0.103 -0.011
H -1.904673 3.328322 1.209568 0.135 0.070 0.088
H -1.492575 5.057997 0.993070 -0.121 -0.118 0.156
H -1.313539 4.287788 2.608196 -0.056 -0.033 -0.249
H 2.070936 4.512306 0.849348 -0.259 0.186 0.117
H 1.314502 5.077566 2.372995 -0.110 0.004 -0.339
H 0.772553 5.748671 0.783475 0.213 -0.252 0.167
H -1.452523 -0.717913 -3.690837 -0.357 0.015 0.267
H -2.783329 1.817011 -4.272674 -0.078 -0.189 0.041
C -2.385002 -0.830103 -3.113339 0.290 -0.143 -0.152
C -3.504013 1.329955 -3.602859 0.294 0.374 0.013
N -2.828453 0.481473 -2.632946 -0.556 -0.009 0.597
H -2.196899 -1.514048 -2.275511 -0.147 0.249 -0.213
C -2.822242 0.830655 -1.338234 0.024 -1.193 0.144
O -2.446801 0.079849 -0.405826 -0.399 1.247 -1.200
H -4.050207 2.112368 -3.067775 -0.006 -0.119 -0.179
H -3.201154 1.849550 -1.130589 0.033 -0.349 -0.083
H -3.166211 -1.244358 -3.768471 0.173 0.086 0.297
H -4.199002 0.730643 -4.198877 0.066 0.128 0.149
O 0.355050 -0.035841 -1.997506 -0.652 0.052 0.864
C 1.177300 0.812990 -2.708867 0.328 -0.311 0.192
C -0.329823 2.825719 -2.356406 0.046 0.263 0.100
C 0.956033 2.295350 -2.388603 0.140 -0.493 -0.518
H -1.176126 2.138127 -2.395173 0.413 0.343 -0.094
C -0.516452 4.206322 -2.295917 -0.001 -0.215 0.055
H 2.230942 0.612656 -2.437024 -0.020 -0.043 -0.105
C 2.058444 3.140135 -2.238930 -0.252 -0.043 -0.131
H -1.538003 4.593776 -2.256605 0.353 0.075 -0.122
C 0.590633 5.059931 -2.303862 -0.076 0.270 0.048
C 1.882245 4.522465 -2.241238 -0.076 0.193 0.162
H 3.050268 2.692396 -2.145198 -0.202 0.198 -0.209
H 0.427913 6.147605 -2.362845 0.201 -0.583 0.154
H 2.759540 5.176625 -2.189020 -0.394 -0.182 -0.035
Si 0.261530 -5.284864 -0.621052 0.044 -0.793 0.349
Cl 0.214162 -3.881181 -2.214125 -0.025 -0.457 0.304
C -1.439339 -5.685303 0.124724 -0.553 0.268 -0.122
C 1.696041 -4.804416 0.510015 0.038 0.205 0.066
C 0.700478 -6.966355 -1.381475 0.136 0.295 -0.101
H -2.138694 -4.836165 0.220469 0.528 -0.628 -0.086
H -1.353017 -6.143408 1.125834 0.181 0.110 -0.326
H -1.928157 -6.424580 -0.532315 0.272 0.090 0.194
H -0.101592 -7.237394 -2.089805 0.420 -0.041 0.185
H 0.771712 -7.753872 -0.598833 -0.053 0.514 -0.432
H 1.663825 -6.889194 -1.911954 -0.346 -0.243 0.094
H 1.685242 -3.752125 0.836592 -0.090 -0.333 -0.132
H 2.645835 -4.967134 -0.025518 -0.336 0.059 -0.017
H 1.747546 -5.428501 1.419578 -0.177 0.159 -0.452
C -2.184426 -1.059334 3.961541 -0.075 0.292 0.277
P -0.626293 -0.597052 3.106607 -0.242 -0.419 -1.063
C -0.068634 0.925116 3.903517 -0.117 0.818 0.102
C -0.937196 1.694553 4.699632 0.484 -0.237 0.152
C -0.485490 2.867630 5.301859 0.056 0.432 -0.023
C 0.814845 3.333904 5.070797 0.048 -0.110 0.054
C 1.663346 2.610891 4.222163 -0.201 0.234 -0.114
C 1.188886 1.472127 3.575586 0.183 -0.385 0.259
C 0.454137 -1.955368 3.648682 0.645 -0.456 0.299
C 1.652430 -1.774083 4.351009 -0.275 -0.270 -0.132
C 2.435433 -2.877231 4.693398 0.121 -0.219 0.036
C 2.042143 -4.176790 4.358591 -0.406 0.222 -0.128
C 0.849773 -4.365788 3.640788 0.558 0.071 0.312
C 0.097778 -3.264217 3.264180 -0.441 0.144 -0.102
H -2.983036 -0.362561 3.657776 0.202 -0.348 0.133
H -2.038968 -1.016294 5.055472 -0.185 -0.098 -0.392
H -2.461404 -2.082939 3.661639 0.148 0.479 0.048
H -1.963237 1.369604 4.861909 0.275 -0.013 0.133
H -1.153865 3.423428 5.973612 0.289 -0.198 -0.405
H 1.165703 4.268012 5.527560 -0.168 -0.500 -0.057
H 2.700944 2.929446 4.050215 -0.566 0.011 -0.014
H 1.816781 0.988630 2.815559 -0.201 -0.087 0.488
H 1.985405 -0.772329 4.610016 -0.047 -0.198 0.047
H 3.373672 -2.717035 5.231433 -0.303 -0.067 -0.173
H 2.654610 -5.035278 4.635043 -0.112 0.260 -0.035
H 0.531080 -5.369910 3.333800 0.151 0.467 0.193
H -0.758509 -3.426750 2.596460 0.345 0.140 0.607
```
Positions in Å, forces in eV/Å.

Properties
Multiplicity   4
Energy relative to the best compared isomer or geometry (same formula, charge and spin)   19.6 kJ/mol
LUMO   0.22 eV

=====

no.,orbital gap (eV)
1,5.18
2,7.94